Entry 1:
Formula: C2H5N3O
Source: OMol25
Level of theory: ωB97M-V/def2-TZVPD

Geometry as XYZ:
```
11
Properties=species:S:1:pos:R:3
H 2.9354 -1.1468 -0.0129
N 2.8477 -0.1500 -0.0437
C 1.6471 0.3078 0.0159
N 0.4827 -0.4570 0.0443
C -0.8095 0.0843 -0.1023
N -1.8825 -0.5496 -0.1460
O -3.1019 -0.0635 0.0896
H 1.3895 1.3962 0.0363
H 0.4427 -1.4704 0.2107
H -0.8300 1.1335 0.0462
H -3.1213 0.9155 -0.1380
```

As for the calculated total energy: -318.62073 Ha. The HOMO energy is -0.3313 hartree. The energy above the lowest of the compared OMol25 structures with the same formula, charge and spin comes out at 340.7 kJ/mol.

=====

Entry 2:
Formula: C2H5N3O
Source: OMol25
Level of theory: ωB97M-V/def2-TZVPD

Geometry as XYZ:
```
11
Properties=species:S:1:pos:R:3
H -1.5617 0.7802 -0.7709
N -0.9393 0.0269 -1.2494
C 0.2210 -0.3311 -0.7093
N 0.8804 -1.4595 -1.2285
C 0.8482 0.3342 0.5170
N 0.2118 1.0416 1.3388
O -1.1152 0.5978 1.4809
H 0.6036 -1.8658 -2.1917
H 1.7133 -1.8742 -0.8368
H 1.9272 0.8280 0.4772
H -1.2459 0.0680 0.6032
```

As for the calculated total energy: -318.59762 Ha. The HOMO energy is -0.3600 hartree. The energy above the lowest of the compared OMol25 structures with the same formula, charge and spin comes out at 401.3 kJ/mol.

=====

Entry 3:
Formula: C2H5N3O
Source: OMol25
Level of theory: ωB97M-V/def2-TZVPD

Geometry as XYZ:
```
11
Properties=species:S:1:pos:R:3
N 2.4942 -0.0321 -0.0521
N 1.1477 -0.6527 -0.1466
C 0.1384 0.1872 -0.2011
N -1.0095 -0.5118 -0.1357
C -2.2335 0.1582 -0.1169
O -3.3659 -0.3267 0.0931
H 2.4473 0.8734 0.4209
H 2.8923 -0.7239 0.6583
H 0.0640 1.2384 -0.1085
H -0.5879 -1.5119 -0.2440
H -1.9871 1.3020 -0.1673
```

As for the calculated total energy: -318.63859 Ha. The HOMO energy is -0.3257 hartree. The energy above the lowest of the compared OMol25 structures with the same formula, charge and spin comes out at 293.8 kJ/mol.

=====

Entry 4:
Formula: C2H5N3O2
Source: OMol25
Level of theory: ωB97M-V/def2-TZVPD

Geometry as XYZ:
```
12
Properties=species:S:1:pos:R:3
C 0.4055 -1.0252 -1.5057
C 0.6737 0.1145 -0.5720
O 1.5035 0.9662 -0.7238
N -0.2201 0.2063 0.4873
N -0.3439 1.5052 1.1920
N -1.1503 -0.7364 0.8317
O -1.9034 -0.3999 1.7222
H 0.8264 -1.9534 -1.0103
H 0.8474 -0.9369 -2.4672
H -0.7310 -0.9894 -1.3753
H 0.5598 1.9578 1.2509
H -0.4674 1.2912 2.1701
```

As for the calculated total energy: -393.84324 Ha. The HOMO energy is -0.3696 hartree. The energy above the lowest of the compared OMol25 structures with the same formula, charge and spin comes out at 462.1 kJ/mol.

=====

Entry 5:
Formula: C2H5N3O2
Source: OMol25
Level of theory: ωB97M-V/def2-TZVPD

Geometry as XYZ:
```
12
Properties=species:S:1:pos:R:3
C 0.0969 2.0936 0.1219
N -0.5465 1.2517 -0.5354
O -0.4553 -0.2880 0.0255
N -1.5786 -1.0889 -0.0940
H 0.9316 1.8344 0.7689
H -0.2320 3.1225 0.0125
H -1.9412 -1.0413 -1.0449
H -2.3142 -0.7438 0.5177
N 1.4381 -1.9878 0.3653
C 1.6888 -0.9384 -0.2069
O 2.3853 -0.1187 -0.7148
H 0.5270 -2.0955 0.7844
```

As for the calculated total energy: -393.79173 Ha. The HOMO energy is -0.3649 hartree. The energy above the lowest of the compared OMol25 structures with the same formula, charge and spin comes out at 597.4 kJ/mol.

=====

Entry 6:
Formula: C2H5N3O2
Source: OMol25
Level of theory: ωB97M-V/def2-TZVPD

Geometry as XYZ:
```
12
Properties=species:S:1:pos:R:3
H -0.8582 1.8238 1.8484
N -0.3754 1.7561 0.9568
N 0.7087 1.2309 0.8899
C 1.8418 0.9483 0.3092
O 2.1991 -0.1821 -0.0116
H 2.6295 1.7556 0.3359
H -0.2595 -1.6451 -2.2065
N -0.9333 -1.0944 -1.7190
C -0.8063 -1.4110 -0.5169
O -1.7289 -0.7630 0.3086
H -0.0443 -2.1348 0.0178
H -2.3732 -0.2844 -0.2124
```

As for the calculated total energy: -393.83229 Ha. The HOMO energy is -0.3385 hartree. The energy above the lowest of the compared OMol25 structures with the same formula, charge and spin comes out at 490.9 kJ/mol.

=====

Entry 7:
Formula: C2H5N3O3
Source: OMol25
Level of theory: ωB97M-V/def2-TZVPD

Geometry as XYZ:
```
13
Properties=species:S:1:pos:R:3
C 0.9191 -0.5221 0.1842
C -1.5703 1.4401 0.4091
H 1.8686 -2.2669 -1.7214
H 0.9809 -2.0190 1.5637
H 0.3195 1.4970 -0.4888
H -1.9779 1.2097 1.6374
H -2.1070 1.8780 -1.6790
N 1.7523 -1.4632 0.7374
N -0.2678 1.4591 0.2536
N -2.6159 1.6285 -0.5678
O 1.5104 -2.7030 -0.1441
O 1.0518 -0.4931 -1.0636
O 0.1363 0.3547 0.8793
```

As for the calculated total energy: -468.77924 Ha. The HOMO energy is -0.3515 hartree. The energy above the lowest of the compared OMol25 structures with the same formula, charge and spin comes out at 1106.5 kJ/mol.

=====

Entry 8:
Formula: C2H5N3OS
Source: OMol25
Level of theory: ωB97M-V/def2-TZVPD

Geometry as XYZ:
```
12
Properties=species:S:1:pos:R:3
H -1.9144 2.3300 -0.6043
N -2.6725 1.6674 -0.4482
C -2.2380 0.5201 -0.1384
N -0.9299 0.1054 -0.0302
S -0.5222 -1.5137 0.3973
C 1.2208 -1.3342 0.3530
N 1.7704 -0.2303 0.0629
O 3.1548 -0.3422 0.0984
H -2.9560 -0.2758 0.0665
H -0.1309 0.7587 -0.2128
H 1.7644 -2.2201 0.5933
H 3.4533 0.5345 -0.1375
```

As for the calculated total energy: -716.80915 Ha. The HOMO energy is -0.3088 hartree. The energy above the lowest of the compared OMol25 structures with the same formula, charge and spin comes out at 345.4 kJ/mol.

=====

Entry 9:
Formula: C2H5N3OS
Source: OMol25
Level of theory: ωB97M-V/def2-TZVPD

Geometry as XYZ:
```
12
Properties=species:S:1:pos:R:3
C 0.7094 -0.7482 -0.0729
C 0.1870 0.5581 -0.1173
H 2.6831 0.9284 0.2325
H 3.8135 -0.3889 0.7492
H -0.0172 -1.4687 0.2857
H -1.4486 1.8027 -0.0564
H -3.0085 -0.0484 1.2376
N 2.8180 -0.1698 -0.2870
N 1.9834 -1.1722 0.1646
N -1.2088 0.7103 -0.0580
O 0.8974 1.5304 0.1250
S -2.4830 -0.4691 -0.0653
```

As for the calculated total energy: -716.71119 Ha. The HOMO energy is -0.3470 hartree. The energy above the lowest of the compared OMol25 structures with the same formula, charge and spin comes out at 602.6 kJ/mol.

=====

Entry 10:
Formula: C2H5N3OS
Source: OMol25
Level of theory: ωB97M-V/def2-TZVPD

Geometry as XYZ:
```
12
Properties=species:S:1:pos:R:3
C -0.4511 -0.0718 -0.0393
C 0.7937 1.9847 0.3949
H 0.2145 -2.6173 -0.4676
H 1.6669 -0.1377 0.1988
H -1.1157 1.7559 0.5736
H 0.7463 2.9414 1.3439
H 2.7138 2.5420 0.2846
N 0.7460 -0.7444 0.0896
N -0.3184 1.2730 0.1016
N 2.0643 1.6955 -0.3117
O 1.0881 -2.1497 -0.2639
S -2.0268 -0.8958 -0.0695
```

As for the calculated total energy: -716.72234 Ha. The HOMO energy is -0.3193 hartree. The energy above the lowest of the compared OMol25 structures with the same formula, charge and spin comes out at 573.3 kJ/mol.

=====

Entry 11:
Formula: C2H5N3S
Source: OMol25
Level of theory: ωB97M-V/def2-TZVPD

Geometry as XYZ:
```
11
Properties=species:S:1:pos:R:3
H -0.2173 1.8845 -0.0710
N -1.1717 1.5076 -0.1334
C -1.2158 0.2266 0.0289
N -2.3762 -0.5003 0.1048
S 0.2939 -0.7712 -0.1308
N 1.4908 0.4553 0.0599
C 2.7064 0.0779 0.1401
H -3.2198 -0.0678 0.4528
H -2.2922 -1.4797 0.2940
H 3.0662 -0.9102 -0.1764
H 3.4184 0.8470 0.3604
```

As for the calculated total energy: -641.62211 Ha. The HOMO energy is -0.3250 hartree. The energy above the lowest of the compared OMol25 structures with the same formula, charge and spin comes out at 162.6 kJ/mol.

=====

Entry 12:
Formula: C2H5N3S
Source: OMol25
Level of theory: ωB97M-V/def2-TZVPD

Geometry as XYZ:
```
11
Properties=species:S:1:pos:R:3
H 2.6068 1.5520 -0.1097
N 1.6675 1.3550 -0.0425
C 1.4228 0.0911 0.0214
N 2.3869 -0.9604 -0.0346
N 0.1256 -0.4560 -0.0807
C -0.9231 0.3732 0.0864
S -2.4816 -0.1082 -0.0020
H 2.1983 -1.6597 0.6376
H 3.2912 -0.5699 0.1285
H -0.0074 -1.3589 -0.4475
H -0.6418 1.4121 0.2813
```

As for the calculated total energy: -641.65884 Ha. The HOMO energy is -0.3160 hartree. The energy above the lowest of the compared OMol25 structures with the same formula, charge and spin comes out at 66.1 kJ/mol.

=====

Entry 13:
Formula: C2H5N3S2
Source: OMol25
Level of theory: ωB97M-V/def2-TZVPD

Geometry as XYZ:
```
12
Properties=species:S:1:pos:R:3
C 1.0427 0.3442 -0.1064
C -1.5178 0.3316 0.0068
H 3.4128 -0.1001 1.2611
H 4.3155 -0.7204 -0.0879
H 1.8419 -1.4091 0.0093
H 2.0719 1.8027 -0.1127
H -1.3677 1.4118 0.1695
N 3.5213 -0.0624 0.2930
N 2.2943 -0.4788 -0.3395
N 0.9502 1.5871 -0.1241
S -0.3706 -0.7912 -0.0466
S -3.0535 0.0187 0.0812
```

As for the calculated total energy: -1039.73268 Ha. The HOMO energy is -0.3154 hartree. The energy above the lowest of the compared OMol25 structures with the same formula, charge and spin comes out at 395.6 kJ/mol.

=====

Entry 14:
Formula: C2H5N3S2
Source: OMol25
Level of theory: ωB97M-V/def2-TZVPD

Geometry as XYZ:
```
12
Properties=species:S:1:pos:R:3
S 3.5823 0.4776 -0.3009
N 2.0144 -0.0770 -0.1959
N 1.5897 -1.1205 -0.7365
C 0.1364 -1.3691 -0.5583
N -0.4285 -0.0936 -0.1033
S -1.4789 0.9487 -0.9632
C 1.0464 0.7396 0.4642
H -0.1245 -1.7946 -1.5742
H 0.0982 -2.2113 0.1419
H -2.6532 1.0326 -0.1572
H 0.8582 1.7460 0.1469
H 1.1022 0.5488 1.5134
```

As for the calculated total energy: -1039.70204 Ha. The HOMO energy (alpha / beta) is -0.3194 / -0.3194 hartree. The energy above the lowest of the compared OMol25 structures with the same formula, charge and spin comes out at 476.1 kJ/mol.

=====

Entry 15:
Formula: C2H5N4
Source: OMol25
Level of theory: ωB97M-V/def2-TZVPD

Geometry as XYZ:
```
11
Properties=species:S:1:pos:R:3
C 1.6204 1.5463 -1.4095
C 1.0696 0.9380 -0.2897
N 2.2079 2.0482 -2.2637
N 1.3634 0.5303 0.7995
N -0.6418 0.1722 -1.2420
N 1.0547 -0.1028 1.8173
H -0.2567 -0.4928 -1.8531
H -0.9981 -0.2590 -0.4218
H 1.8254 -0.1742 2.5470
H -0.9969 0.9393 -1.8687
H 0.2878 -0.8365 1.8249
```

As for the calculated total energy: -297.83627 Ha. The HOMO energy is -0.5556 hartree. The energy above the lowest of the compared OMol25 structures with the same formula, charge and spin comes out at 307.7 kJ/mol. The total charge is +1.

=====

Entry 16:
Formula: C2H5N4
Source: OMol25
Level of theory: ωB97M-V/def2-TZVPD

Geometry as XYZ:
```
11
Properties=species:S:1:pos:R:3
H -0.4182 3.4435 -0.1532
N 0.1076 2.7016 -0.5041
C 0.0337 1.5949 0.0413
N -0.7206 0.6811 0.8951
C 0.1170 0.2030 0.0345
N 0.5803 -0.8562 -0.4205
N -0.0034 -2.1152 0.0001
H -1.5662 0.3931 1.3301
H 1.1037 -0.9012 -1.3890
H 0.3415 -2.4150 0.8543
H 0.4245 -2.7297 -0.6887
```

As for the calculated total energy: -297.83781 Ha. The HOMO energy is -0.5589 hartree. The energy above the lowest of the compared OMol25 structures with the same formula, charge and spin comes out at 303.6 kJ/mol. The total charge is +1.

=====

Entry 17:
Formula: C2H5N4
Source: OMol25
Level of theory: ωB97M-V/def2-TZVPD

Geometry as XYZ:
```
11
Properties=species:S:1:pos:R:3
C 1.3337 0.7156 0.0426
C -1.2806 0.5662 -0.1590
N 1.4358 -0.5700 0.3612
N 0.2289 -0.8091 -0.3295
N 0.1612 0.6204 -0.5915
N -1.0236 -0.8244 0.3912
H 2.0927 1.4882 0.0400
H -1.6838 1.2422 0.6501
H -1.8347 0.6936 -1.1200
H 1.9858 -1.3907 0.4329
H -1.4153 -1.7319 0.2819
```

As for the calculated total energy: -297.76692 Ha. The HOMO energy is -0.5363 hartree. The energy above the lowest of the compared OMol25 structures with the same formula, charge and spin comes out at 489.8 kJ/mol. The total charge is +1.

=====

Entry 18:
Formula: C2H5N4O
Source: OMol25
Level of theory: ωB97M-V/def2-TZVPD

Geometry as XYZ:
```
12
Properties=species:S:1:pos:R:3
O 0.5661 -2.0204 -1.4302
N 1.1849 -1.2835 -0.4476
N 0.1528 -0.4322 0.1452
C 0.4637 0.8193 0.4764
N -0.7077 1.4501 0.5614
C -1.7022 0.5176 0.2645
N -1.1321 -0.6119 0.0117
H 0.4565 -1.4737 -2.2361
H 1.6091 -1.9132 0.1561
H 1.4632 0.9582 0.4049
H -0.9968 2.4483 0.6915
H -2.7437 0.7228 0.1787
```

As for the calculated total energy: -373.09582 Ha. The HOMO energy is -0.5402 hartree. The energy above the lowest of the compared OMol25 structures with the same formula, charge and spin comes out at 364.8 kJ/mol. The total charge is +1.

=====

Entry 19:
Formula: C2H5N4O2S
Source: OMol25
Level of theory: ωB97M-V/def2-TZVPD

Geometry as XYZ:
```
14
Properties=species:S:1:pos:R:3
C -0.7810 -0.0115 0.0728
C 1.6620 -0.7890 0.7504
N -1.8418 0.5259 -0.1511
N 0.7352 1.0172 -0.4090
N -3.3029 0.2882 -0.0013
N 1.8931 0.1439 -0.3689
O -3.7866 0.1683 -1.0707
O -3.6044 0.1638 1.1121
S -0.0592 -1.4140 0.6744
H 2.3387 -1.6357 0.5626
H 1.6873 -0.0588 1.6001
H 0.3492 1.3593 -1.2951
H 2.6330 0.7233 -0.2586
H 2.0772 -0.4809 -1.2177
```

As for the calculated total energy: -846.36394 Ha. The HOMO energy is -0.5300 hartree. The energy above the lowest of the compared OMol25 structures with the same formula, charge and spin comes out at 374.0 kJ/mol. The total charge is +1.

=====

Entry 20:
Formula: C2H5N4O4S
Source: OMol25
Level of theory: ωB97M-V/def2-TZVPD

Geometry as XYZ:
```
16
Properties=species:S:1:pos:R:3
C -0.7057 -1.3281 -0.7323
C 1.8075 0.7555 0.2913
N -2.0525 -1.7154 -0.5429
N 2.3449 -0.4971 0.0562
N -0.5850 -0.1238 -0.0656
N 0.4570 0.7553 0.3322
O -1.6861 2.3724 0.1801
O 0.1216 -2.0919 -1.2243
O 2.4677 1.7569 0.4898
O -0.3658 2.3591 2.2447
S -0.3103 2.4142 0.7537
H -2.5459 -1.0149 0.0853
H -2.5097 -2.0745 -1.4240
H 1.6815 -1.2571 -0.3721
H 3.3502 -0.7925 0.0765
H -1.4696 0.4819 -0.1485
```

As for the calculated total energy: -997.44352 Ha. The HOMO energy is -0.1652 hartree. The energy above the lowest of the compared OMol25 structures with the same formula, charge and spin comes out at 0.0 kJ/mol. The total charge is -1.